Record 1
C37H51BrCeN3O7S2Si2 | the ωB97M-V functional and the def2-TZVPD basis

Last column: Mulliken charge in e.
Positions of all 104 atoms, in Å:
Ce1 -0.46164 1.09262 0.07807  0.420
O1 0.75741 1.22439 2.22484  -0.655
S1 0.40211 2.73572 2.24852  1.775
O2 1.60493 3.49580 1.93803  -0.811
O3 -0.63620 2.92678 1.22559  -0.678
C1 -0.13735 3.13079 3.83624  -0.772
C2 0.47782 4.14213 4.53424  0.054
C3 0.16128 4.43857 5.84547  -1.043
C4 -0.83460 3.65402 6.47333  -0.388
C5 -1.49355 2.66732 5.83374  -1.525
C6 -1.21162 2.25901 4.40885  0.795
S2 -0.59545 -0.11928 2.67629  0.642
O4 -2.46352 1.33244 2.52735  0.648
O5 0.31432 -1.11036 3.24872  -0.633
O6 -1.01602 -0.56342 1.33168  -0.005
H1 1.23135 4.70818 4.00497  0.431
H2 0.66669 5.22623 6.38447  0.338
H3 -1.07058 3.86204 7.51425  0.323
H4 -2.23319 2.06542 6.35047  0.328
C7 1.85122 -6.55777 -2.37304  -1.613
C8 0.65356 -6.23853 -1.46495  1.977
C9 0.70063 -7.11738 -0.20655  -1.716
C10 -0.62876 -6.57605 -2.22959  -2.174
C11 0.71570 -4.77101 -1.06949  0.045
C12 -0.24081 -3.84097 -1.43730  -0.284
C13 -0.07434 -2.51631 -1.09741  -0.039
Br1 -1.46804 -1.26436 -1.66823  -0.076
C14 1.02514 -1.97598 -0.37629  0.025
O7 1.15139 -0.71364 -0.20860  0.395
C15 1.95996 -2.97623 0.06349  -0.333
C16 1.78302 -4.29374 -0.31347  -0.862
C17 3.17122 -2.70053 0.95684  2.697
C18 3.31188 -1.24365 1.38717  -2.324
C19 3.03748 -3.52555 2.24753  -1.768
C20 4.46042 -3.08386 0.20248  -2.046
H5 1.83523 -7.60363 -2.68159  0.456
H6 2.78955 -6.36191 -1.86104  0.298
H7 1.81326 -5.92939 -3.26020  0.344
H8 0.62389 -8.17234 -0.47148  0.473
H9 -0.12773 -6.85889 0.44881  0.355
H10 1.62610 -6.96908 0.34296  0.316
H11 -0.63334 -7.63456 -2.49080  0.446
H12 -0.69538 -5.99414 -3.14454  0.368
H13 -1.50186 -6.36730 -1.61797  0.389
H14 -1.12227 -4.10607 -1.99410  0.593
H15 2.52798 -5.00950 0.00595  0.121
H16 2.39222 -0.89335 1.84819  0.126
H17 3.55273 -0.63120 0.52382  0.422
H18 4.12047 -1.15377 2.11575  0.595
H19 2.15700 -3.18046 2.78448  0.317
H20 3.91363 -3.37342 2.87957  0.495
H21 2.93715 -4.59214 2.05389  0.293
H22 4.51736 -2.52701 -0.73206  0.339
H23 4.49688 -4.14619 -0.03343  0.373
H24 5.33591 -2.83853 0.80600  0.505
C21 0.78459 3.29969 -4.39971  -1.531
Si1 -0.02129 1.75947 -3.52003  0.588
C22 1.48427 0.65462 -3.08490  0.338
C23 -0.92288 0.85552 -4.97325  -1.343
N1 -0.98173 1.99989 -2.14416  0.600
C24 -2.28329 2.46658 -2.25622  0.652
C25 -2.68329 3.29811 -3.30040  -0.715
C26 -4.00275 3.68101 -3.49856  -0.933
C27 -4.97888 3.22978 -2.63360  -0.829
C28 -4.60786 2.45503 -1.54452  -0.964
C29 -3.28456 2.09174 -1.29128  0.422
N2 -2.90694 1.37391 -0.18310  0.782
Si2 -3.62337 1.06639 1.30787  -0.029
C30 -2.49533 2.30853 3.53080  -1.175
C31 -5.17358 2.06409 1.88115  -1.701
C32 -4.10902 -0.78787 1.56756  -0.988
H25 1.84902 3.15047 -4.55933  0.434
H26 0.66847 4.20262 -3.80946  0.289
H27 0.33085 3.48240 -5.36938  0.386
H28 1.50011 -0.25892 -3.67277  0.400
H29 1.41338 0.37547 -2.03494  -0.948
H30 2.43629 1.15834 -3.23144  0.411
H31 -0.33270 0.82465 -5.88603  0.349
H32 -1.86045 1.35677 -5.19237  0.402
H33 -1.16346 -0.16491 -4.68980  0.240
H34 -1.91895 3.64742 -3.98238  0.322
H35 -4.25645 4.31268 -4.34329  0.356
H36 -6.02192 3.47627 -2.80197  0.344
H37 -5.36457 2.10448 -0.85930  0.281
H38 -2.58243 3.31200 3.08361  0.294
H39 -0.88439 1.19645 4.39551  0.266
H40 -3.37306 2.15013 4.17797  0.603
H41 -5.03181 3.12359 1.69966  0.394
H42 -5.39309 1.93935 2.93766  0.411
H43 -6.05252 1.75554 1.32515  0.446
H44 -3.30882 -1.41432 1.18854  0.008
H45 -5.01191 -1.05555 1.02787  0.376
H46 -4.25542 -1.03638 2.61662  0.334
C33 4.02221 3.97476 -0.84066  -0.643
C34 3.99967 2.70654 -0.28375  -0.771
C35 2.78722 2.04230 -0.20687  -0.533
N3 1.63747 2.55900 -0.62940  1.173
C36 1.65596 3.79210 -1.12111  -0.713
C37 2.82131 4.52927 -1.25785  -1.051
H47 4.95123 4.52358 -0.93263  0.382
H48 4.90810 2.23304 0.06310  0.527
H49 2.71951 1.04875 0.21578  0.095
H50 0.69116 4.18903 -1.41101  0.740
H51 2.79526 5.51665 -1.69331  0.451

* multiplicity: 2
* HOMO level: -1.14 eV
* net charge: -2

***

Record 2
C37H48F6N2O4 | the ωB97M-V functional and the def2-TZVPD basis

Last column: Mulliken charge in e.
Positions of all 97 atoms, in Å:
C1 4.72905 -1.28556 2.85517  -0.760
O1 5.50294 -0.71964 1.80277  -0.354
C2 5.46619 -1.54990 0.65126  -0.637
C3 4.11533 -1.42852 -0.11891  -0.709
C4 3.65870 0.05902 -0.22715  0.213
C5 2.30631 0.15345 -1.02139  -0.937
C6 1.19367 0.92085 -0.25419  -0.681
C7 0.10998 -0.02215 0.35498  -0.763
C8 -1.11282 0.85358 0.81181  -1.000
C9 -2.46671 0.09731 0.80121  -1.100
C10 -3.55505 0.74830 -0.12183  0.407
C11 -3.03207 0.77581 -1.58850  -1.261
C12 -2.24002 -0.48253 -2.03116  -0.129
N1 -1.48062 -0.50656 -3.04753  -0.757
C13 -3.72985 2.25164 0.29196  -1.007
C14 -4.19787 2.43139 1.76437  -0.573
C15 -3.06651 2.72746 2.76126  0.194
N2 -2.60809 4.11500 2.87496  -0.628
O2 -2.55573 1.91758 3.47607  -0.434
O3 -4.84104 0.14842 0.08957  -0.271
C16 -5.28767 -0.65105 -0.92067  0.406
O4 -5.89106 -0.25704 -1.87116  -0.546
C17 -5.05793 -2.17438 -0.79038  -0.361
C18 -6.38941 -2.79359 -0.25914  -0.911
C19 -6.24060 -3.65431 0.99620  0.881
F1 -6.27625 -4.95855 0.73941  -0.305
F2 -5.19345 -3.35665 1.74442  -0.260
F3 -7.31937 -3.42632 1.77797  -0.250
H1 4.00525 -2.03143 2.49578  0.334
H2 4.16691 -0.47699 3.35050  0.260
H3 5.37778 -1.75304 3.61577  0.279
H4 5.68576 -2.60694 0.89788  0.374
H5 6.26941 -1.20622 -0.02155  0.305
H6 4.18430 -1.91323 -1.10583  0.240
H7 3.33408 -1.96575 0.44886  0.343
H8 3.60338 0.50928 0.77271  0.524
H9 4.48066 0.56354 -0.77196  -0.305
H10 2.00029 -0.88381 -1.22827  0.438
H11 2.55432 0.65794 -1.97008  0.314
H12 1.65868 1.55149 0.51864  0.338
H13 0.69616 1.61176 -0.96322  0.525
H14 0.56655 -0.40614 1.28502  0.317
H15 -0.16757 -0.82475 -0.33722  0.439
H16 -0.86778 1.23271 1.81616  0.546
H17 -1.09756 1.74397 0.16037  0.280
H18 -2.36251 -0.98276 0.61161  0.554
H19 -2.88128 0.16357 1.82442  0.659
H20 -3.78741 1.05895 -2.33689  0.692
H21 -2.28053 1.58438 -1.62278  0.713
H22 -2.33145 -1.43114 -1.48318  0.482
H23 -1.49931 0.42141 -3.48319  0.267
H24 -4.57031 2.60633 -0.33407  0.589
H25 -2.86825 2.86799 0.01040  0.383
H26 -4.87487 3.30469 1.79288  0.375
H27 -4.81422 1.58564 2.10628  0.222
H28 -3.45851 4.67548 2.87804  0.313
H29 -2.10939 4.32243 2.01067  0.303
H30 -4.82596 -2.58516 -1.78081  0.446
H31 -4.18869 -2.35348 -0.14368  0.308
H32 -6.91639 -3.32933 -1.05918  0.304
H33 -7.06560 -1.96991 0.01960  0.438
F4 -11.03435 -1.07239 4.06642  -0.319
C20 -9.73793 -0.92312 4.39611  0.352
C21 -8.79451 -1.74997 3.81599  -0.428
C22 -7.45661 -1.59176 4.15381  -0.199
C23 -7.08297 -0.61726 5.07204  -0.715
C24 -8.04477 0.20245 5.64901  -0.349
C25 -9.38164 0.05384 5.30650  -0.460
H34 -9.10764 -2.50678 3.10989  0.486
H35 -6.70778 -2.22578 3.70316  0.379
H36 -6.04006 -0.49763 5.33734  0.440
H37 -7.75377 0.95822 6.36690  0.374
H38 -10.14446 0.68823 5.73907  0.414
F5 6.06696 1.89779 -1.40981  -0.319
C26 7.34767 1.94907 -0.99521  0.251
C27 8.25476 1.04908 -1.51778  -0.041
C28 9.57697 1.09925 -1.10003  -0.545
C29 9.97128 2.04164 -0.15806  -0.471
C30 9.04429 2.93677 0.36190  -0.421
C31 7.72304 2.89560 -0.06196  -0.500
H39 7.92531 0.31683 -2.24496  0.455
H40 10.29861 0.40370 -1.50776  0.379
H41 11.00199 2.07757 0.17081  0.371
H42 9.35044 3.66773 1.09865  0.373
H43 6.98825 3.58952 0.32505  0.422
F6 7.06199 -1.86113 -3.80364  -0.328
C32 6.34718 -1.27786 -4.78520  0.295
C33 6.97423 -0.94178 -5.97005  -0.456
C34 6.23431 -0.34440 -6.98108  -0.385
C35 4.88328 -0.08163 -6.79222  -0.467
C36 4.26923 -0.42091 -5.59366  -0.498
C37 5.00276 -1.02773 -4.58397  -0.129
H44 8.02954 -1.14718 -6.09531  0.421
H45 6.71196 -0.08322 -7.91615  0.368
H46 4.30937 0.38811 -7.58068  0.371
H47 3.21782 -0.21285 -5.44427  0.408
H48 4.53926 -1.30662 -3.64596  0.401

* multiplicity: 1
* SMILES: [H]/N=C\C[C@@](CCCCCCCCOC)(CCC(N)=O)OC(=O)CCC(F)(F)F.Fc1ccccc1.Fc1ccccc1.Fc1ccccc1
* HOMO level: -9.23 eV

***

Record 3
C3H8N2O | the ωB97M-V functional and the def2-TZVPD basis

Last column: natural (NBO) charge in e.
Positions of all 14 atoms, in Å:
O1 0.72503 -2.18318 -2.31945  -0.501
C1 1.14085 -1.28628 -1.63279  0.456
C2 2.53689 -1.11878 -0.89706  -0.739
H1 0.55716 -0.26229 -1.55716  0.070
H2 2.18070 -1.34303 0.18079  0.239
H3 3.40356 -1.85556 -1.11684  0.244
H4 2.90610 -0.03776 -0.93595  0.233
N1 -1.49568 1.32519 0.33830  -0.826
C3 -1.74006 1.76206 1.70088  0.447
N2 -1.60171 1.18539 2.84950  -0.886
H5 -1.36338 2.22877 -0.24487  0.383
H6 -0.72089 0.63450 0.14109  0.393
H7 -2.01904 2.89040 1.62156  0.094
H8 -0.68885 1.49436 3.12614  0.391

* multiplicity: 1
* SMILES: [H]/N=C/N.CC=O
* HOMO level: -8.37 eV

***

Record 4
C16H40B2N2O3 | the ωB97M-V functional and the def2-TZVPD basis

Last column: natural (NBO) charge in e.
Positions of all 63 atoms, in Å:
C1 8.48956 -5.23430 -2.08090  -1.009
B1 7.14867 -4.26234 -1.81233  0.738
O1 7.11949 -3.45365 -0.57695  -0.916
B2 5.96684 -4.34432 -2.96276  0.351
C2 4.82272 -3.16026 -2.99552  -0.748
C3 3.65790 -3.61406 -1.89788  -0.503
C4 3.40844 -5.24792 -1.85505  0.764
O2 3.84431 -6.05133 -0.85291  -0.590
O3 2.64536 -5.93147 -2.94854  -0.719
H1 8.43698 -6.06516 -1.25831  0.255
H2 8.40122 -5.75924 -3.12331  0.226
H3 9.48328 -4.61341 -2.00165  0.242
H4 6.91886 -2.48284 -0.78118  0.495
H5 5.90741 -5.24345 -3.71930  -0.072
H6 4.38522 -2.93389 -4.06647  0.238
H7 5.22803 -2.11464 -2.59309  0.218
H8 2.67094 -3.00362 -2.05076  0.264
H9 4.11681 -3.32808 -0.83440  0.259
H10 3.10279 -6.83626 -3.03203  0.503
C5 -0.55992 -2.86930 -1.28832  -0.618
C6 0.08764 -1.96652 -0.24234  -0.216
N1 0.35985 -0.60789 -0.72117  -0.458
C7 1.23896 0.15586 0.17038  -0.206
C8 0.71759 0.47751 1.56666  -0.635
C9 -0.78336 0.13352 -1.25636  -0.218
C10 -1.98723 0.33516 -0.34186  -0.639
H11 0.03354 -2.89936 -2.20800  0.207
H12 -0.63090 -3.89181 -0.90274  0.217
H13 -1.57428 -2.54489 -1.53774  0.204
H14 1.03670 -2.43818 0.03867  0.194
H15 -0.53705 -1.96045 0.65868  0.163
H16 1.53041 1.09260 -0.32165  0.192
H17 2.17701 -0.40231 0.28051  0.185
H18 -0.03701 1.26619 1.54573  0.202
H19 1.54107 0.84358 2.19005  0.212
H20 0.29693 -0.39833 2.06827  0.205
H21 -1.12967 -0.37867 -2.16257  0.192
H22 -0.44783 1.11393 -1.61809  0.197
H23 -2.27183 -0.57732 0.18777  0.205
H24 -2.85240 0.64479 -0.93886  0.211
H25 -1.81024 1.12398 0.39098  0.204
C11 -3.87492 2.23197 3.09903  -0.616
C12 -4.24364 3.70711 3.22714  -0.215
N2 -3.75578 4.53656 2.12113  -0.455
C13 -3.84952 5.97526 2.39014  -0.207
C14 -5.24316 6.57025 2.55933  -0.634
C15 -4.15732 4.12554 0.77469  -0.218
C16 -5.65058 4.02107 0.48221  -0.637
H26 -2.79513 2.10297 2.97127  0.210
H27 -4.17052 1.69571 4.00692  0.213
H28 -4.38562 1.75374 2.25829  0.202
H29 -3.79492 4.06537 4.16120  0.197
H30 -5.32982 3.79340 3.34913  0.160
H31 -3.32375 6.52757 1.60082  0.192
H32 -3.27894 6.18687 3.30298  0.189
H33 -5.76437 6.65950 1.60421  0.200
H34 -5.16203 7.58228 2.97161  0.211
H35 -5.86523 5.99010 3.24644  0.205
H36 -3.70300 3.14926 0.56502  0.191
H37 -3.69964 4.79498 0.03510  0.197
H38 -6.20037 3.50703 1.27442  0.204
H39 -5.80364 3.44929 -0.43998  0.211
H40 -6.10090 5.00232 0.32418  0.202

* multiplicity: 1
* SMILES: CB(O)BCCC(=O)O.CCN(CC)CC.CCN(CC)CC
* HOMO level: -8.18 eV

***

These records have lowest unoccupied orbital energy values of 3.93 0.43 0.45 -0.91 eV, in the order they appear.